--- i ---
ORCA calculation (ωB97M-V/def2-TZVPD) on a gas-phase ion, C6H12NO (charge +1).

```
20
Properties=species:S:1:pos:R:3
C 1.6883 0.1416 -0.8244
C 1.9476 0.8307 0.2742
C -0.1250 -0.0045 0.6841
C -0.3889 -1.1874 1.5205
C -1.4116 0.8985 0.5683
C -0.4897 -0.0840 -1.9389
N 0.3598 -0.3788 -0.7624
O 0.9326 0.7660 1.1654
H 2.3474 -0.0548 -1.6828
H 2.9081 1.3303 0.6560
H 0.2148 -2.1000 1.5557
H -1.4393 -1.4471 1.7042
H -0.0640 -0.8580 2.5750
H -1.2591 1.7668 0.1105
H -1.6578 1.2080 1.5325
H -2.3062 0.4104 0.2116
H -0.9086 0.8525 -1.6965
H 0.3267 0.0960 -2.6707
H -1.1484 -0.8450 -2.1944
H 0.4734 -1.3414 -0.7876
```

Summary:
charge: +1
spin multiplicity: 1
LUMO level: -2.9 eV
structure (SMILES): C[N@H+]1C=COC1(C)C


--- ii ---
ORCA calculation (ωB97M-V/def2-TZVPD) on 2 unconnected molecules or ions with the total composition C6H12NO.

```
20
Properties=species:S:1:pos:R:3
O 2.2516 -0.4835 0.0681
C 1.4399 -1.2017 0.5796
C 0.0862 -0.6534 0.9004
C -0.3080 0.6136 0.3945
C -1.6095 0.2306 -0.2715
C -2.8399 0.4749 0.1848
C -4.0430 0.3401 -0.6718
N 5.2926 0.2360 -0.5873
H 1.6773 -2.2343 0.8448
H -0.6236 -1.2370 1.4733
H -0.3690 1.3731 1.1854
H 0.4009 0.9701 -0.3504
H -1.4697 -0.2928 -1.2081
H -2.9882 0.8093 1.2052
H -3.8355 -0.2004 -1.5930
H -4.8605 -0.1495 -0.1438
H -4.3871 1.3467 -0.9241
H 4.5136 -0.2647 -0.1859
H 5.9060 -0.4221 -1.0441
H 5.7659 0.7450 0.1441
```

Summary:
charge: +1
spin multiplicity: 1
LUMO level: -8.0 eV


i ends up most stable, edging out the next structure by 0.0808 hartree.


--- i ---
ORCA calculation (ωB97M-V/def2-TZVPD) on a gas-phase ion, C6H12NO (charge +1).

```
20
Properties=species:S:1:pos:R:3
C 2.6280 -0.4819 0.5124
C 1.8640 0.6873 -0.1005
O 0.5382 0.7916 0.4625
C -0.5122 0.7049 -0.4527
C -0.7372 -0.7611 -0.9066
C -1.7577 -1.2439 0.0539
N -2.3068 -0.2820 0.6898
C -1.7897 1.0529 0.3158
H 2.0762 -0.8735 1.3669
H 2.7884 -1.2935 -0.1973
H 3.6060 -0.1716 0.8754
H 2.3582 1.6380 0.0950
H 1.7801 0.5860 -1.1859
H -0.3595 1.3708 -1.3047
H 0.1699 -1.3652 -0.8458
H -1.1339 -0.8581 -1.9224
H -2.0539 -2.2709 0.2353
H -3.0358 -0.4181 1.3815
H -1.5799 1.6279 1.2141
H -2.5424 1.5606 -0.2870
```

Summary:
charge: +1
spin multiplicity: 1
LUMO level: -4.5 eV
structure (SMILES): CCO[C@H]1CC=[NH+]C1


--- ii ---
ORCA calculation (ωB97M-V/def2-TZVPD) on a gas-phase ion, C6H12NO (charge +1).

```
20
Properties=species:S:1:pos:R:3
C -1.8111 -0.2675 0.6083
C -1.8977 0.9889 0.2659
C 0.2218 0.8592 -0.6347
C 2.4229 0.4920 0.4778
C -0.9367 -1.9124 -0.9782
C 1.1964 1.3167 0.3469
N -0.6107 -0.9296 0.0808
O -0.9996 1.3942 -0.6317
H -2.5535 -0.9864 1.0832
H -2.6180 1.5876 0.7727
H 0.5883 0.5898 -1.5984
H 3.2324 0.9855 0.0238
H 2.1488 -0.5304 0.0499
H 2.6496 0.2941 1.5661
H -1.4017 -2.7365 -0.5028
H -1.6278 -1.4118 -1.6698
H -0.0419 -2.2425 -1.4679
H 1.5258 2.3168 0.1019
H 0.5862 1.4734 1.3229
H -0.0736 -1.2809 0.7832
```

Summary:
charge: +1
spin multiplicity: 1
LUMO level: -4.2 eV


i ends up most stable, edging out the next structure by 0.0900 hartree.


--- i ---
ORCA calculation (ωB97M-V/def2-TZVPD) on a gas-phase ion, C9H15N3 (charge +2).

```
27
Properties=species:S:1:pos:R:3
C -1.4863 -1.4835 -1.8385
C -1.4525 0.0056 -1.7148
C 1.3445 1.8036 1.2509
C 2.2428 0.8032 0.4796
C -0.1095 1.2746 1.5554
C 2.2494 -0.4922 0.8097
C -1.2181 1.3684 0.5354
C -1.3207 -1.0215 0.2401
C 2.2644 -1.6491 1.2803
N -1.3228 -2.0484 -0.5853
N -1.6316 -2.2053 -2.9235
N -1.2486 0.2146 -0.3132
H -0.7442 0.6028 -2.3330
H -2.4684 0.3912 -2.0599
H 1.7459 2.2312 2.1867
H 1.1017 2.6154 0.5188
H 2.5537 1.1143 -0.5982
H 3.2403 0.8357 0.8478
H 0.0724 0.2719 1.9482
H -0.4927 1.7990 2.4593
H 3.2007 -1.9467 1.7578
H 1.4350 -2.3073 1.0199
H -2.2152 1.4346 0.9938
H -1.0946 2.2564 -0.1318
H -1.2272 -1.0574 1.3253
H -1.5596 -1.6679 -3.7821
H -1.8586 -3.1434 -2.9286
```

Summary:
charge: +2
spin multiplicity: 1
LUMO level: -8.7 eV


--- ii ---
ORCA calculation (ωB97M-V/def2-TZVPD) on a gas-phase ion, C9H15N3 (charge +2).

```
27
Properties=species:S:1:pos:R:3
C 3.4195 -0.2661 0.0595
C 2.6202 -0.4090 1.1624
C 2.8122 -0.0033 -1.1435
C 1.2568 -0.2130 1.1182
C 1.4989 0.2957 -1.1966
C 0.6900 0.2795 -0.0858
C -1.7460 -0.9269 0.1141
C -1.3961 1.1844 -1.4010
C -0.8371 0.6928 -0.1009
N -1.0320 -2.0197 0.2704
N -3.0509 -0.9863 0.0754
N -0.9331 1.5351 1.2190
H 4.4442 -0.4358 0.0481
H 3.1862 -0.6503 2.1622
H 3.3034 0.0829 -2.0378
H 0.6040 -0.4063 1.9614
H 1.1435 0.6126 -2.1282
H -2.2304 1.7320 -1.1688
H -0.7406 1.7060 -1.9258
H -1.6207 0.3466 -1.9489
H -0.0598 -2.2181 0.1300
H -1.4545 -2.9068 0.5281
H -3.5115 -0.1602 -0.2507
H -3.4948 -1.9347 0.0724
H -0.0920 1.1580 1.8266
H -1.8251 1.4635 1.7600
H -0.9542 2.4474 0.8802
```

Summary:
charge: +2
spin multiplicity: 1
LUMO level: -7.1 eV
structure (SMILES): C[C@@]([NH3+])(C(N)=[NH2+])c1ccccc1


ii ends up most stable, edging out the next structure by 0.0618 hartree.


--- i ---
ORCA calculation (ωB97M-V/def2-TZVPD) on a single CHBrClNO2 molecule.

```
7
Properties=species:S:1:pos:R:3
C 0.4835 0.1851 -0.0747
N -0.9822 -0.0523 0.1909
O -1.7712 0.1403 -0.6812
O -1.1493 -0.4323 1.3108
Cl 0.8183 0.4302 -1.9067
Br 1.4930 -1.2318 0.8277
H 1.1080 0.9608 0.3332
```

Summary:
spin multiplicity: 1
LUMO level: -0.9 eV
structure (SMILES): O=[N+]([O-])[C@H](Cl)Br


--- ii ---
ORCA calculation (ωB97M-V/def2-TZVPD) on a molecular structure, CHBrClNO2.

```
7
Properties=species:S:1:pos:R:3
C -0.4837 -0.1670 -0.3829
N 0.7747 -0.2843 0.3479
O 1.7673 -0.2362 -0.3290
O 0.7062 -0.4141 1.5378
Cl -0.3694 2.1440 -0.2182
Br -1.9663 -0.7585 0.5013
H -0.4288 -0.2838 -1.4568
```

Summary:
spin multiplicity: 1
LUMO level (alpha / beta): -2.5 / -2.5 eV


i ends up most stable, edging out the next structure by 0.0276 hartree.